1.
Density functional theory data (the ωB97M-V functional and the def2-TZVPD basis) for a structure of composition C4H10N2OS.

The HOMO energy comes out at -8.6590 eV. The calculation puts the HOMO-LUMO gap at 6.94 eV.

The geometry in ORCA input format:
```
! wB97M-V def2-TZVPD RIJCOSX def2/J DEFGRID3
* xyz 0 1
C 0.3343 -0.2663 1.3776
N 1.2377 0.3638 0.5414
C 0.9144 1.2942 -1.0287
N 1.9105 2.3339 -0.8761
O 0.8907 0.6458 -2.0916
C -0.4150 -1.5377 0.9769
C -1.0375 -1.4308 -0.4094
S -2.3936 -0.1906 -0.4330
H -0.0276 0.7704 0.9582
H 0.6705 -0.2858 2.4318
H -0.1077 1.6752 -0.7454
H 1.5569 3.2643 -0.7064
H 2.5445 2.0346 -0.1496
H -1.1908 -1.7848 1.7084
H 0.2818 -2.3679 0.9691
H -1.4297 -2.3765 -0.7912
H -0.3211 -1.0838 -1.1640
H -3.4182 -1.0581 -0.5680
*
```

2.
Density functional theory data (the ωB97M-V functional and the def2-TZVPD basis) for a structure of composition C10H13BBeBr2F3KMgO7S.

The HOMO energy comes out at -6.4432 eV. The calculation puts the HOMO-LUMO gap at 1.71 eV.

The geometry in ORCA input format:
```
! wB97M-V def2-TZVPD RIJCOSX def2/J DEFGRID3
* xyz 0 1
C 0.6950 0.1066 0.3091
O -0.6867 0.5166 0.1173
B -0.9623 1.5967 -0.6271
O -0.2274 2.0358 -1.6651
S -2.5254 2.5059 -0.1722
F -2.0750 4.0621 1.1291
C -3.3186 1.3164 0.8747
C -4.1143 0.3159 0.1062
C -3.3248 -0.7946 -0.5154
F -4.9627 -0.3778 1.0437
H 1.2162 0.8524 0.8911
H 1.2069 -0.0517 -0.6253
H 0.6702 -0.8134 0.8634
H -0.6643 2.7046 -2.1971
H -2.5942 0.8687 1.5613
H -4.0219 1.8748 1.4846
H -4.7321 0.8135 -0.6076
H -2.3523 -0.5073 -0.8798
H -3.8354 -1.2482 -1.3535
H -3.2239 -1.5194 0.2847
F -6.3201 1.7582 0.3327
K -6.0627 1.8401 -1.8325
Br -2.6384 5.8292 1.9552
C 4.5449 -2.3250 -2.0970
C 3.5908 -2.0956 -1.2031
C 3.9342 -1.9543 0.2657
O 3.0252 -1.6512 1.0630
C 5.2610 -2.1740 0.6518
C 6.3553 -2.4386 -0.2418
C 5.9801 -2.4631 -1.7454
O 6.7915 -2.6029 -2.6243
O 7.5152 -2.6307 0.0753
O 2.2774 -1.9428 -1.5656
H 4.3134 -2.4153 -3.1527
H 5.4436 -2.1247 1.7171
Be -3.5609 -1.1811 1.8691
Mg -2.5194 -2.4283 3.9814
O 0.7637 5.1657 1.4974
H -0.0615 4.7439 1.7722
Br 1.1996 -3.1671 -0.7407
*
```

3.
Density functional theory data (the ωB97M-V functional and the def2-TZVPD basis) for the ion H2N3S4 with charge +1.

The HOMO energy comes out at -13.6887 eV. The calculation puts the HOMO-LUMO gap at 7.38 eV.

The geometry in ORCA input format:
```
! wB97M-V def2-TZVPD RIJCOSX def2/J DEFGRID3
* xyz 1 1
N -0.3135 -1.3377 -0.0781
N -0.3981 1.2688 -0.0859
N -2.5791 -0.2255 -0.3208
S 0.6658 -0.0083 -0.9130
S -2.0402 -1.7054 -0.1088
S 2.4622 -0.1001 -0.2660
S -2.0136 1.2277 -0.3194
H 0.1499 -2.1837 0.1900
H 0.0173 2.2055 -0.2835
*
```

4.
Density functional theory data (the ωB97M-V functional and the def2-TZVPD basis) for a cluster of 3 separate species, C14H19N2O7 in total.

The HOMO energy comes out at -12.3341 eV. The calculation puts the HOMO-LUMO gap at 7.08 eV.

The geometry in ORCA input format:
```
! wB97M-V def2-TZVPD RIJCOSX def2/J DEFGRID3
* xyz 1 1
N -1.9674 1.7057 0.2970
C -1.9010 0.9268 -1.0337
O -2.1055 1.5164 -2.2350
C -1.5410 -0.6760 -0.9001
C -0.4507 -1.1925 -2.0575
N 0.7919 -1.6174 -1.2479
C 1.9766 -0.6772 -1.2700
C 3.3332 -1.0598 -0.3902
C 3.2732 -2.4486 0.4789
C 1.9325 -3.4280 0.4525
C 0.6761 -2.9124 -0.4755
H -0.9434 1.8846 0.5108
H -2.2442 0.9676 1.0053
H -1.0857 -0.8489 0.1893
H -2.4693 -1.3882 -0.9911
H -0.1892 -0.3650 -2.8423
H -0.8254 -2.1527 -2.6187
H 1.8784 0.3175 -1.9222
H 4.2416 -0.3218 -0.4521
H 4.2075 -2.7460 1.1176
H 1.8140 -4.4208 1.0642
H -0.3314 -3.5129 -0.5420
C 5.9558 1.2312 3.0573
C 4.8932 0.8277 4.0274
O 4.5856 -0.4981 3.6404
C 5.6798 -0.9841 2.9845
O 5.8273 -2.1510 2.6617
O 6.5873 0.0055 2.7382
H 6.6714 1.9343 3.4922
H 5.5425 1.6649 2.1407
H 5.2526 0.8198 5.0619
H 4.0075 1.4658 3.9637
C -6.1084 1.4359 -2.8662
C -5.4678 1.6333 -1.5307
O -6.3144 2.5753 -0.8998
C -7.5371 2.4737 -1.4984
O -8.5502 3.0180 -1.0922
O -7.4781 1.6831 -2.6097
H -5.9629 0.4232 -3.2522
H -5.7528 2.1554 -3.6111
H -5.4536 0.7151 -0.9339
H -4.4485 2.0206 -1.6113
*
```

5.
Density functional theory data (the ωB97M-V functional and the def2-TZVPD basis) for a structure of composition C8H21FKO7S2.

The HOMO energy comes out at -1.6487 eV. The calculation puts the HOMO-LUMO gap at 3.20 eV.

The geometry in ORCA input format:
```
! wB97M-V def2-TZVPD RIJCOSX def2/J DEFGRID3
* xyz -1 1
K 1.5348 -0.9293 -0.6492
C 6.0144 -1.4348 0.6600
C 4.7684 -1.7507 -0.1857
O 4.9819 -1.5902 -1.5950
H 5.8239 -1.9182 1.6182
H 6.1702 -0.3644 0.7943
H 6.8639 -1.8148 0.0925
H 3.8756 -1.2277 0.1570
H 4.4883 -2.7874 0.0017
F 2.6046 -0.6405 -3.3906
O -1.3050 -0.5874 3.5118
S -1.3801 -1.0843 2.1545
O -0.2504 -0.7619 1.2716
O -1.4461 -2.7821 2.3305
C -1.1805 -3.6275 1.2628
C -0.9299 -4.9958 1.8799
C -3.0632 -0.7838 1.2796
H -0.3230 -3.1502 0.7885
H -1.9536 -3.7467 0.5037
H -1.7941 -5.6457 2.0172
H -0.3159 -5.0928 2.7752
H -0.3226 -5.5497 1.1640
H -2.9965 0.1898 0.7941
H -3.8590 -0.7904 2.0244
H -3.0563 -1.4623 0.4266
O 0.2112 1.6683 -0.4602
S -0.9951 2.2561 -1.0151
O -2.2522 2.3002 -0.2074
O -0.6619 3.8880 -1.3166
C -1.3237 4.8696 -0.4627
C -2.4374 5.3962 -1.4220
C -1.1711 1.7981 -2.7394
H -0.7234 5.7709 -0.3386
H -1.8078 4.5876 0.4723
H -3.3121 4.8174 -1.1252
H -2.2600 5.2069 -2.4807
H -2.7610 6.4292 -1.2946
H -2.0600 2.3140 -3.1024
H -0.9603 0.7320 -2.8232
H -0.4349 2.2940 -3.3719
*
```

6.
Density functional theory data (the ωB97M-V functional and the def2-TZVPD basis) for the molecule C6H9N.

The HOMO energy comes out at -9.1376 eV. The calculation puts the HOMO-LUMO gap at 10.13 eV. As for the SMILES: CC1=CCN=C1C.

The geometry in ORCA input format:
```
! wB97M-V def2-TZVPD RIJCOSX def2/J DEFGRID3
* xyz 0 1
C -0.6785 0.1003 1.8207
C -0.2044 0.4640 0.4493
C -0.2338 1.6555 -0.1868
C 0.3137 1.4215 -1.5444
N 0.8870 0.0782 -1.5428
C 0.4183 -0.4806 -0.4771
C 0.4990 -1.9589 -0.2790
H -1.0787 0.9732 2.3407
H 0.1358 -0.3118 2.4287
H -1.4646 -0.6633 1.7833
H -0.5730 2.6022 0.2285
H 0.7937 2.2346 -2.1012
H -0.3913 0.8998 -2.2318
H 1.0560 -2.1851 0.6329
H 1.0121 -2.4041 -1.1334
H -0.4913 -2.4255 -0.1876
*
```

no.,strongest force on any atom (eV/A)
1,5.0
2,4.1
3,3.7
4,9.0
5,4.5
6,1.9